This record from the OMol25 dataset describes a cluster of 3 separate species, C22H55FN7O5P2 in total at a distorted geometry. The level of theory is wB97M-V/def2-TZVPD.

Geometry as XYZ:
```
92
Properties=species:S:1:pos:R:3:forces:R:3
C 2.91736 2.68571 3.68912 0.19 0.41 -0.02
C 1.71517 2.95436 4.58598 -0.42 0.45 -0.54
F 2.04540 2.80781 5.94438 0.17 -0.24 -0.06
C 0.46911 2.13554 4.19199 0.55 -0.27 -0.19
N -0.41439 2.94868 3.36196 0.35 -0.17 0.62
C -1.68821 3.34101 3.98049 -0.85 0.93 -0.96
C -1.53369 3.87723 5.41624 -0.32 -0.15 -0.13
C -2.25329 4.47977 3.09132 0.78 0.20 -0.21
C -1.29742 5.67065 2.85766 -0.15 0.60 0.26
C -1.61952 6.94441 3.68673 0.02 -0.45 -0.24
C -0.42731 7.52134 4.44603 -0.41 0.07 0.14
O 0.33070 6.53810 5.14473 0.09 0.25 0.04
C -2.71788 2.16003 3.91855 -0.31 -0.86 0.22
O -2.41909 1.13358 4.57881 0.39 0.26 0.19
O -3.73226 2.29595 3.20146 0.06 0.31 -0.10
H 2.56296 2.30457 2.73192 0.11 -0.18 0.00
H 3.65498 2.01644 4.13280 -0.23 -0.27 0.03
H 3.44305 3.61432 3.45717 0.06 0.02 0.13
H 1.44105 4.00020 4.43932 -0.09 0.04 0.30
H 0.82382 1.29491 3.58925 -0.13 -0.16 0.09
H -0.02619 1.69877 5.05885 -0.10 0.16 0.05
H -0.58128 2.49619 2.47484 -0.22 -0.07 0.07
H -0.50087 4.03995 5.71542 0.04 -0.21 0.09
H -2.06012 3.20894 6.09686 0.38 -0.14 0.18
H -2.04016 4.84059 5.48688 0.02 0.05 0.02
H -3.18296 4.84697 3.52549 -0.13 -0.15 -0.06
H -2.50024 4.05719 2.11957 -0.15 -0.15 0.06
H -1.35595 5.96534 1.80720 0.06 -0.10 -0.06
H -0.25538 5.41165 3.04057 -0.06 -0.34 0.01
H -2.02238 7.69637 3.00168 0.06 0.25 0.20
H -2.42253 6.74140 4.40017 0.02 -0.09 0.04
H 0.26435 8.04059 3.78150 0.04 -0.07 -0.06
H -0.82306 8.24563 5.16810 0.20 0.23 -0.09
H -0.08261 6.40798 6.00265 -0.01 -0.22 -0.08
O 2.37778 1.48964 -0.60057 -3.81 -0.71 -0.84
P 2.68265 0.29774 -1.46063 7.64 0.53 1.04
N 3.20056 -0.81051 -0.25008 -0.72 -0.30 0.01
C 4.15092 -1.88686 -0.44357 0.03 -0.32 -0.35
C 2.16231 -1.18570 0.71043 -0.24 0.34 0.24
N 4.05317 1.07711 -2.22205 0.32 0.39 0.19
C 5.36955 0.47848 -2.29317 -0.09 -0.23 -0.41
C 4.18745 2.51605 -2.03194 -0.02 0.05 0.14
N 2.76920 -0.84556 -2.78050 -3.40 0.70 -0.35
C 2.72286 -0.26150 -4.14322 0.28 -0.04 -0.23
C 1.63123 -1.80882 -2.72762 0.21 -0.47 0.34
H 3.76541 -2.73041 -1.03523 0.00 0.01 0.02
H 4.43843 -2.28162 0.53344 -0.14 0.07 0.07
H 5.07075 -1.54612 -0.90632 -0.11 0.06 -0.10
H 1.39526 -1.84757 0.28339 0.07 -0.08 0.03
H 1.65603 -0.29954 1.09305 0.03 0.05 -0.09
H 2.60052 -1.70133 1.56555 0.12 0.03 -0.04
H 5.87454 0.46344 -1.31723 0.06 -0.03 -0.02
H 6.00060 1.04824 -2.98342 -0.02 0.09 0.06
H 5.32892 -0.53279 -2.69953 -0.07 -0.05 0.13
H 4.58736 2.77340 -1.04288 -0.02 0.08 -0.01
H 3.23508 3.02257 -2.15235 -0.02 -0.03 0.10
H 4.86492 2.92076 -2.79101 0.07 -0.14 -0.01
H 1.82348 0.33828 -4.30814 -0.04 -0.06 -0.07
H 2.73434 -1.07440 -4.87179 -0.15 -0.11 0.12
H 3.58851 0.35761 -4.34293 0.00 0.06 0.17
H 0.66451 -1.30501 -2.68807 -0.07 -0.10 -0.14
H 1.71364 -2.46366 -1.86000 0.02 0.13 0.09
H 1.63161 -2.46151 -3.59715 0.05 0.08 -0.06
O -0.81937 -3.57408 -3.33303 -1.21 2.43 0.44
P -2.17040 -4.15384 -3.10936 0.35 -5.18 -0.63
N -1.95151 -5.10345 -1.70798 0.06 0.43 0.22
C -2.82508 -6.17875 -1.27965 -0.45 -0.04 0.06
C -1.39338 -4.38219 -0.56096 0.40 0.24 -0.03
N -2.32305 -5.15575 -4.49299 0.31 -0.03 -0.06
C -2.82513 -6.51450 -4.43931 -0.48 0.06 -0.05
C -1.26282 -5.05460 -5.48865 0.20 0.08 0.01
N -3.87136 -3.92089 -2.98792 0.76 2.51 -0.31
C -4.50648 -3.38826 -4.21701 -0.16 -0.23 -0.24
C -4.23296 -2.97663 -1.89721 -0.02 -0.36 0.46
H -3.79598 -5.83960 -0.89157 0.02 0.04 -0.01
H -2.33344 -6.73653 -0.48033 0.08 0.12 0.03
H -3.01223 -6.89865 -2.06828 -0.03 0.13 -0.01
H -2.10011 -3.68263 -0.09937 -0.01 -0.09 0.07
H -0.51519 -3.81080 -0.85910 -0.05 0.00 -0.10
H -1.07668 -5.08362 0.21126 -0.03 -0.11 -0.08
H -2.11051 -7.20482 -3.97292 -0.03 -0.04 -0.02
H -3.02296 -6.87479 -5.45252 0.10 0.06 -0.04
H -3.78064 -6.56675 -3.91670 0.08 0.05 0.10
H -0.35571 -5.59438 -5.18910 0.03 0.02 -0.04
H -0.99537 -4.01921 -5.67631 0.04 0.01 0.11
H -1.61312 -5.47298 -6.43594 -0.10 -0.08 0.07
H -4.07656 -2.43132 -4.52722 -0.08 0.06 0.02
H -5.57096 -3.24497 -4.02958 0.04 0.06 0.16
H -4.42044 -4.08743 -5.04213 0.18 -0.06 0.06
H -3.71298 -2.01902 -1.98067 -0.08 0.05 -0.02
H -4.01402 -3.40547 -0.92070 0.11 -0.04 -0.06
H -5.30429 -2.78662 -1.91685 -0.01 -0.03 -0.09
```
Forces are in eV/Å.

Molecular weight (g mol⁻¹): 578.67
Multiplicity: 1
Gap between HOMO and LUMO (eV): 5.73
Relative energy (zero: lowest compared OMol25 entry of this formula, charge and spin) (eV): 0.000
Total charge: -1


This record from the OMol25 dataset describes a structure of composition C22H56HgO24S7 at a distorted geometry. The level of theory is wB97M-V/def2-TZVPD.

Geometry as XYZ:
```
110
Properties=species:S:1:pos:R:3:forces:R:3
Hg -2.96364 26.53575 -13.34450 -0.14 -0.83 0.14
C -0.41742 26.09273 -12.03349 5.45 1.87 0.15
O -1.47110 26.52293 -11.57943 -3.91 0.92 4.11
O 0.73655 26.13725 -11.55607 -1.74 -1.11 -0.21
O -0.67172 26.01042 -13.26192 0.77 -1.87 -3.86
O -0.88908 23.09988 -7.49036 1.87 2.30 0.44
S 0.19364 24.08774 -7.23395 0.99 -1.33 -0.12
O 0.07470 25.15087 -6.22110 0.28 -2.35 -2.03
O 1.60144 23.19198 -6.89956 -1.95 1.26 -0.84
C 1.87506 22.04931 -7.80256 0.26 0.21 0.61
C 3.37644 21.76770 -7.68734 -0.05 -0.03 0.09
C 0.72780 24.87617 -8.85979 -1.05 -1.00 1.47
H 1.58838 22.23605 -8.83748 -0.06 0.44 0.06
H 1.25181 21.22904 -7.44643 0.17 -0.06 -0.04
H 3.55896 21.10475 -6.84159 0.15 0.10 -0.06
H 3.97012 22.67325 -7.56230 -0.33 0.21 0.25
H 3.81393 21.33205 -8.58562 -0.42 -0.36 -0.06
H -0.19226 25.37937 -9.15710 0.45 0.58 0.04
H 0.92832 24.12761 -9.62631 0.15 -0.09 0.37
H 1.60975 25.47169 -8.62401 -0.34 0.14 -0.14
O -2.59187 26.10235 -15.61433 0.27 0.30 -2.50
S -1.78887 26.40450 -16.84110 2.37 1.27 0.41
O -1.81395 25.65715 -18.09744 -0.79 0.89 2.80
O -2.03054 28.01399 -17.12448 -0.30 -2.16 1.40
C -1.35340 28.64150 -18.22702 0.16 0.07 -1.78
C -2.00074 28.23213 -19.54095 -0.01 -0.33 -0.08
C -0.01119 26.37928 -16.23194 -0.26 0.17 -0.60
H -0.29214 28.39290 -18.22193 0.03 0.17 0.25
H -1.49893 29.71919 -18.15293 0.12 -0.14 0.79
H -1.66164 27.23720 -19.82943 -0.41 0.05 -0.04
H -1.79711 28.88953 -20.38621 0.27 0.26 0.30
H -3.07622 28.27026 -19.36771 -0.07 -0.29 -0.24
H 0.24296 25.44230 -15.73640 -0.56 -0.16 -0.19
H 0.25868 27.17780 -15.54082 -0.77 0.18 0.00
H 0.65097 26.49799 -17.08960 -0.30 -0.14 -0.23
O 4.62402 29.07654 -8.62554 0.31 -1.19 -0.05
S 4.53727 27.68701 -9.02208 -1.76 -0.94 -0.51
O 5.61014 27.02103 -9.75508 -1.57 0.89 1.81
O 4.03004 26.74602 -7.70362 1.09 0.73 -1.81
C 3.29401 27.35969 -6.61286 -0.09 0.61 -0.39
C 2.09027 28.21025 -7.01700 0.44 -0.38 0.93
C 2.98705 27.49828 -10.06978 1.68 -0.36 -0.07
H 3.97370 27.96109 -6.00917 0.15 -0.14 -0.10
H 2.91929 26.52089 -6.02625 0.31 -0.09 -0.04
H 1.82950 28.67048 -6.06395 -0.34 0.26 -0.07
H 1.25763 27.55471 -7.27212 -0.09 0.29 -0.44
H 2.33748 29.00632 -7.71933 -0.23 -0.22 -0.03
H 2.06858 27.41516 -9.48875 0.34 0.49 -0.11
H 3.11812 26.60288 -10.67739 0.08 -0.30 0.47
H 3.06662 28.28897 -10.81582 -0.34 0.46 0.42
O -2.89018 23.98376 -13.03260 0.88 -1.32 -0.05
S -2.32969 22.64891 -12.80099 0.22 -3.00 0.78
O -3.16819 21.62103 -12.15609 1.64 2.47 -1.64
O -1.75694 21.95002 -14.23128 -1.80 0.85 2.99
C -1.10001 22.80320 -15.09653 1.35 0.82 -3.39
C -0.74004 21.97764 -16.35121 -0.31 -1.59 0.96
C -0.71084 22.71223 -11.82582 -1.22 0.34 -1.42
H -0.14858 23.20642 -14.74969 0.08 -0.14 0.76
H -1.65440 23.66371 -15.47107 -0.69 -0.01 0.64
H -1.57981 21.47762 -16.83377 -0.60 1.16 -0.46
H -0.35790 21.02579 -15.98240 1.15 0.16 0.21
H -0.03925 22.44735 -17.04140 -0.25 0.03 0.13
H -0.99158 23.12501 -10.85685 0.29 0.03 -0.09
H -0.04034 23.31644 -12.43694 -0.05 0.42 0.38
H -0.25426 21.72400 -11.77056 -0.63 -0.14 0.08
O -4.36279 25.92065 -11.57444 -0.03 0.56 -0.19
S -4.52818 25.70516 -10.15011 -2.25 -1.66 3.21
O -4.76585 26.78251 -9.19586 0.93 -1.18 -2.03
O -5.81794 24.70339 -10.07297 1.11 1.34 -1.50
C -6.23011 24.19637 -8.78092 0.96 0.08 0.38
C -7.71651 24.24973 -8.64279 -1.57 0.40 -0.67
C -3.24409 24.57662 -9.50226 -0.21 1.70 -0.92
H -5.66492 24.76652 -8.04364 -0.52 0.14 0.38
H -5.82067 23.18676 -8.74694 -0.34 -0.20 0.08
H -8.24496 23.68168 -9.40839 0.44 -0.89 0.13
H -8.21037 25.18989 -8.88837 0.84 0.76 0.36
H -8.12277 23.98862 -7.66560 0.47 -0.31 0.02
H -3.48385 24.30888 -8.47321 -0.02 -0.08 -0.26
H -2.39506 25.25927 -9.53754 0.35 -0.35 0.23
H -3.12567 23.76120 -10.21582 -0.21 -0.03 0.30
O -1.86354 28.47483 -13.80385 0.89 1.09 -0.88
S -0.86379 29.54986 -13.72315 -0.92 3.52 1.90
O 0.10442 29.82755 -14.77052 -1.51 -1.22 1.29
O -1.73613 30.98066 -13.37916 0.58 -2.34 -0.24
C -2.87826 31.29982 -14.23788 1.22 -0.03 -1.53
C -2.28449 31.85541 -15.56815 -1.31 -0.23 0.62
C -0.12158 29.43117 -12.05365 0.19 -0.69 -0.74
H -3.56699 31.99035 -13.75115 0.72 0.24 0.44
H -3.49447 30.41918 -14.41922 0.24 -0.29 -0.04
H -1.53384 32.62833 -15.40313 -0.13 -0.09 0.15
H -3.13544 32.27791 -16.10245 0.15 0.16 -0.30
H -1.86216 31.05768 -16.17918 0.05 0.01 0.13
H 0.32573 30.34291 -11.65775 -0.27 0.18 -0.58
H 0.65932 28.67928 -12.16748 0.14 -0.06 -0.01
H -0.85575 29.01663 -11.36281 -0.20 0.23 -0.28
O 4.78939 29.33483 -14.90729 0.06 -2.49 0.87
S 4.74771 28.31555 -13.84966 1.25 -0.21 -0.02
O 5.75044 27.24855 -13.62044 -1.83 2.41 -1.04
O 4.70312 29.25232 -12.52493 -1.53 -1.87 -0.81
C 5.91606 29.85061 -12.15468 1.42 2.40 1.33
C 5.60085 31.33545 -11.71106 0.61 -1.98 -0.15
C 3.12303 27.41642 -13.83887 0.56 1.27 0.65
H 6.71791 29.88621 -12.89215 -0.55 -0.22 -0.71
H 6.39220 29.31711 -11.33203 -0.50 -0.23 0.22
H 5.47128 31.97967 -12.58069 -0.09 0.00 0.21
H 6.47025 31.61112 -11.11419 -0.09 0.46 -0.08
H 4.73038 31.30453 -11.05574 -0.02 0.24 -0.10
H 3.10912 26.68319 -14.64527 0.32 0.23 0.04
H 2.33339 28.16025 -13.94503 0.05 0.03 -0.26
H 3.00144 26.93802 -12.86704 0.24 -0.10 -0.16
```
Forces are in eV/Å.

⟨S²⟩: 0.76
Molecular weight (g mol⁻¹): 1129.72
Multiplicity: 2
Gap between HOMO and LUMO (alpha / beta) (eV): 7.03 / 6.38
Total charge: +1


Number 1: E -2413.3077 a.u.. Number 2: E -5617.7780 a.u..